[1]
Formula: C53H38Cl4N2O6P2SiTi
Source: OMol25
Level of theory: the ωB97M-V functional and the def2-TZVPD basis

CARTESIAN COORDINATES (ANGSTROEM)
Ti  -0.467  0.601  -0.481
O  -0.610  -1.503  -3.981
C  -0.798  -0.904  -2.941
O  0.075  -0.633  -2.021
C  -2.218  -0.496  -2.542
C  -3.409  -0.674  -3.223
C  -4.586  -0.348  -2.553
C  -4.582  0.058  -1.220
C  -3.354  0.185  -0.595
N  -2.259  -0.040  -1.303
C  -3.024  0.353  0.885
O  -3.890  0.598  1.701
O  -1.770  0.091  1.113
H  -3.402  -1.044  -4.238
H  -5.532  -0.448  -3.071
H  -5.493  0.241  -0.669
C  2.557  -1.934  0.420
Si  1.319  -0.643  1.074
C  0.462  -1.720  2.442
C  0.829  -1.792  3.789
C  0.252  -2.694  4.673
C  -0.712  -3.586  4.230
C  -1.097  -3.544  2.902
C  -0.533  -2.620  2.023
P  -1.006  -2.555  0.266
C  -2.794  -2.973  0.295
C  -3.401  -3.565  -0.815
C  -4.777  -3.720  -0.874
C  -5.579  -3.270  0.166
C  -4.989  -2.671  1.269
C  -3.611  -2.524  1.333
C  -0.262  -4.087  -0.428
C  -0.242  -4.222  -1.818
C  0.378  -5.307  -2.420
C  1.017  -6.264  -1.645
C  1.037  -6.122  -0.265
C  0.408  -5.041  0.337
C  2.514  0.684  1.792
C  3.074  0.771  3.068
C  3.960  1.782  3.418
C  4.337  2.730  2.481
C  3.805  2.665  1.203
C  2.895  1.669  0.864
P  2.093  1.599  -0.783
C  3.416  0.865  -1.817
C  3.204  -0.360  -2.440
C  4.221  -0.957  -3.175
C  5.450  -0.331  -3.302
C  5.659  0.908  -2.709
C  4.647  1.503  -1.976
C  2.030  3.331  -1.320
C  1.689  4.339  -0.418
C  1.482  5.633  -0.871
C  1.581  5.923  -2.226
C  1.890  4.922  -3.134
C  2.118  3.631  -2.677
H  2.999  -2.438  1.285
H  2.089  -2.691  -0.213
H  3.358  -1.469  -0.152
H  1.582  -1.131  4.186
H  0.567  -2.702  5.710
H  -1.155  -4.307  4.907
H  -1.846  -4.238  2.536
H  -2.798  -3.913  -1.644
H  -5.223  -4.181  -1.747
H  -6.655  -3.374  0.111
H  -5.597  -2.288  2.078
H  -3.174  -2.025  2.188
H  -0.670  -3.455  -2.452
H  0.383  -5.382  -3.500
H  1.515  -7.104  -2.114
H  1.553  -6.850  0.350
H  0.450  -4.937  1.413
H  2.837  0.044  3.828
H  4.355  1.824  4.427
H  5.033  3.518  2.741
H  4.080  3.413  0.470
H  2.233  -0.834  -2.368
H  4.041  -1.911  -3.655
H  6.242  -0.798  -3.876
H  6.609  1.416  -2.828
H  4.808  2.478  -1.532
H  1.575  4.111  0.633
H  1.217  6.410  -0.163
H  1.379  6.926  -2.583
H  1.884  5.097  -4.206
H  2.305  2.855  -3.411
Cl  -2.735  4.036  -4.110
C  -1.626  2.709  -4.175
Cl  0.566  4.530  -6.244
Cl  -1.717  1.662  -5.546
C  -1.011  2.301  -3.062
N  -0.422  1.966  -2.089
Cl  -2.499  4.044  6.740
C  -2.084  3.620  5.095
C  -2.719  4.275  4.053
C  -2.391  3.929  2.751
C  -1.425  2.962  2.509
C  -0.800  2.318  3.567
C  -1.133  2.639  4.873
C  -1.086  2.577  1.106
O  -1.905  2.689  0.191
O  0.079  2.072  0.892
H  -3.461  5.033  4.261
H  -2.886  4.393  1.909
H  -0.062  1.555  3.354
H  -0.664  2.138  5.709

Calculated values
spin multiplicity	1
charge	-2
LUMO energy	3.60	eV
HOMO level	-1.6	eV
gap between HOMO and LUMO	5.16	eV

Löwdin population analysis, charges in e, atoms 1 to 2:
1. Ti 0.91
2. O 0.07


[2]
Formula: C4H6N2O
Source: OMol25
Level of theory: the ωB97M-V functional and the def2-TZVPD basis

CARTESIAN COORDINATES (ANGSTROEM)
C  -1.112  -0.165  -1.029
C  -0.532  -0.570  1.288
O  0.641  -1.063  0.952
C  1.312  -0.176  0.137
N  0.795  -0.387  -1.057
C  1.694  1.089  0.705
N  2.128  2.093  1.100
H  -0.969  0.090  -2.079
H  -1.654  -1.109  -0.976
H  -1.660  0.661  -0.568
H  -1.152  -1.238  1.878
H  -0.622  0.509  1.411
H  1.130  0.266  -1.762

Calculated values
spin multiplicity	1
LUMO energy (spin up / spin down)	-0.87 / 0.05	eV
HOMO level (spin up / spin down)	-7.8 / -8.0	eV
gap between HOMO and LUMO (spin up / spin down)	6.95 / 8.04	eV

Löwdin population analysis, charges in e, atoms 1 to 2:
1. C 0.00
2. C -0.03


[3]
Formula: C4H28NO10S
Source: OMol25
Level of theory: the ωB97M-V functional and the def2-TZVPD basis

CARTESIAN COORDINATES (ANGSTROEM)
C  -0.278  0.298  0.071
O  -0.823  -0.784  0.751
C  1.000  -0.135  -0.785
C  2.020  1.014  -0.717
C  2.586  1.433  -2.049
S  1.713  2.754  -2.974
N  1.753  -1.322  -0.444
H  -1.046  0.735  -0.593
H  0.018  1.092  0.743
H  0.623  -0.228  -1.809
H  1.580  1.861  -0.139
H  2.827  1.022  0.025
H  2.705  0.533  -2.658
H  3.557  1.931  -2.066
H  1.039  2.125  -3.934
H  2.496  -1.316  0.241
H  1.152  -2.038  -0.029
H  -0.055  -1.298  1.791
H  0.264  -0.788  3.261
O  0.664  -1.391  2.627
H  3.030  0.331  3.200
H  1.623  -0.051  2.306
O  2.126  0.553  2.980
H  -3.231  -0.975  2.604
H  -2.577  -1.622  1.436
O  -3.254  -1.813  2.105
H  -3.333  -0.266  -0.137
H  -3.320  -0.048  -1.600
O  -3.829  0.203  -0.818
H  0.857  1.859  2.759
H  1.227  3.230  3.020
O  0.410  2.728  2.891
H  -1.928  -2.008  -2.020
H  -1.677  -2.645  -3.368
O  -2.057  -1.840  -2.998
H  1.725  -2.076  -2.510
H  0.493  -2.495  -3.268
O  1.450  -2.578  -3.288
H  -1.564  -1.726  0.175
H  -2.925  -2.635  -0.053
O  -2.062  -2.519  -0.475
H  -1.336  3.839  2.587
H  -1.959  3.080  1.465
O  -1.683  3.975  1.693

Calculated values
spin multiplicity	1
charge	-1
LUMO energy	2.62	eV
HOMO level	-6.3	eV
gap between HOMO and LUMO	8.97	eV

Löwdin population analysis, charges in e, atoms 1 to 2:
1. C -0.22
2. O -0.28


[4]
Formula: C4H6N2
Source: OMol25
Level of theory: the ωB97M-V functional and the def2-TZVPD basis

CARTESIAN COORDINATES (ANGSTROEM)
N  2.075  0.260  0.083
C  -0.030  0.348  -0.054
C  1.004  1.167  -0.164
C  -1.951  0.435  -0.215
C  -1.732  -0.831  0.107
N  -0.333  -0.955  0.292
H  2.587  -0.119  -0.691
H  2.506  0.235  0.987
H  1.043  2.259  -0.351
H  -3.027  0.746  -0.319
H  -2.339  -1.701  0.305
H  0.191  -1.795  0.074

Calculated values
spin multiplicity	1
LUMO energy	1.08	eV
HOMO level	-8.1	eV
gap between HOMO and LUMO	9.20	eV

Löwdin population analysis, charges in e, atoms 1 to 2:
1. N -0.01
2. C -0.16


[5]
Formula: C2H2N2O2S
Source: OMol25
Level of theory: the ωB97M-V functional and the def2-TZVPD basis

CARTESIAN COORDINATES (ANGSTROEM)
O  -0.509  1.716  -0.090
C  -0.653  0.479  -0.209
N  -1.883  -0.001  -0.247
O  -1.669  -1.278  -0.077
N  -0.422  -1.732  -0.091
C  0.320  -0.672  -0.116
S  1.985  -0.383  -0.249
H  0.366  2.033  0.058
H  2.466  -0.163  1.020

Calculated values
spin multiplicity	1
LUMO energy	0.18	eV
SMILES	Oc1nonc1S
HOMO level	-9.9	eV
gap between HOMO and LUMO	10.06	eV

Löwdin population analysis, charges in e, atoms 1 to 2:
1. O 0.15
2. C -0.45


[6]
Formula: C24H33BrO2S4SbW
Source: OMol25
Level of theory: the ωB97M-V functional and the def2-TZVPD basis

CARTESIAN COORDINATES (ANGSTROEM)
W  0.050  -0.735  -0.488
C  1.974  -0.226  0.521
C  0.962  -0.061  1.539
C  0.313  1.220  1.255
C  0.905  1.715  0.081
C  1.916  0.852  -0.393
C  2.828  1.116  -1.572
C  3.589  2.421  -1.287
C  3.835  -0.022  -1.738
C  2.023  1.279  -2.864
C  -0.788  2.016  1.973
C  -1.083  3.308  1.194
C  -0.293  2.445  3.363
C  -2.125  1.274  2.067
C  1.081  -0.951  2.789
C  2.108  -0.283  3.720
C  1.626  -2.334  2.396
C  -0.218  -1.208  3.556
H  2.773  -0.958  0.568
H  0.609  2.622  -0.420
H  4.146  2.351  -0.353
H  2.906  3.266  -1.210
H  4.295  2.629  -2.093
H  4.480  -0.111  -0.865
H  4.469  0.175  -2.603
H  3.329  -0.978  -1.894
H  1.303  2.093  -2.784
H  1.468  0.363  -3.101
H  2.699  1.496  -3.692
H  -0.210  3.957  1.132
H  -1.866  3.856  1.719
H  -1.447  3.090  0.191
H  0.671  2.949  3.289
H  -0.185  1.611  4.048
H  -1.008  3.144  3.801
H  -2.553  1.146  1.071
H  -2.821  1.873  2.657
H  -2.048  0.294  2.520
H  3.044  -0.100  3.192
H  2.317  -0.937  4.568
H  1.750  0.667  4.107
H  2.678  -2.298  2.111
H  1.050  -2.795  1.579
H  1.540  -3.008  3.249
H  -0.682  -0.305  3.933
H  0.010  -1.840  4.416
H  -0.934  -1.743  2.931
S  -0.948  -5.174  1.282
Sb  -1.722  -4.021  -0.522
S  -1.927  -1.602  0.301
S  0.815  -2.501  -1.516
S  -3.793  -4.577  -1.308
Br  -1.365  -3.722  -4.997
C  -2.499  -2.430  -4.195
C  -3.872  -2.553  -4.327
C  -4.695  -1.613  -3.720
C  -4.150  -0.576  -2.984
C  -2.770  -0.484  -2.843
C  -1.933  -1.412  -3.451
C  -2.202  0.605  -2.007
O  -2.816  1.610  -1.695
O  -0.929  0.419  -1.711
H  -4.290  -3.383  -4.876
H  -5.767  -1.714  -3.802
H  -4.772  0.152  -2.489
H  -0.850  -1.356  -3.320

Calculated values
spin multiplicity	1
charge	-1
LUMO energy (spin up / spin down)	1.19 / 1.17	eV
HOMO level (spin up / spin down)	-3.6 / -3.6	eV
gap between HOMO and LUMO (spin up / spin down)	4.80 / 4.78	eV

Löwdin population analysis, charges in e, atoms 1 to 2:
1. W 0.93
2. C -0.22


[7]
Formula: C5H10O
Source: OMol25
Level of theory: the ωB97M-V functional and the def2-TZVPD basis

CARTESIAN COORDINATES (ANGSTROEM)
C  -2.173  0.131  -0.359
C  -0.900  0.165  0.457
O  -0.949  0.283  1.664
C  0.442  0.077  -0.282
C  0.956  -1.356  -0.078
C  1.444  1.084  0.287
H  -2.526  1.168  -0.409
H  -2.040  -0.262  -1.374
H  -2.922  -0.439  0.195
H  0.289  0.266  -1.356
H  0.315  -2.101  -0.562
H  0.983  -1.569  0.995
H  1.970  -1.470  -0.473
H  1.477  0.987  1.375
H  1.174  2.118  0.046
H  2.451  0.897  -0.103

Calculated values
spin multiplicity	1
LUMO energy	1.00	eV
SMILES	CC(=O)C(C)C
HOMO level	-9.5	eV
gap between HOMO and LUMO	10.54	eV

Löwdin population analysis, charges in e, atoms 1 to 2:
1. C -0.01
2. C -0.44


Taking the records one at a time from the top gives relative energy (zero: lowest compared OMol25 entry of this formula, charge and spin) values of 30.3; 664.4; 292.2; 494.6; 308.9; 136.9; 6.5 kJ/mol.